Computed, not measured: a 10-piece molecular cluster, C8H38N2O10 overall, with ωB97M-V/def2-TZVPD.

The highest occupied orbital energy comes out at -9.40 eV. For the lowest unoccupied orbital energy, the calculation gives 0.20 eV. As for the SMILES: COC[C@H](C)N.COC[C@H](C)N.O.O.O.O.O.O.O.O.

Structure (ORCA input):
```
! RIJCOSX wB97M-V def2-TZVPD def2/J DEFGRID3
* xyz 0 1
C -0.706 -4.543 -1.504
O -1.571 0.856 -1.867
H 3.558 -2.219 0.115
H -0.552 2.905 -0.442
H 0.493 -3.476 -0.052
H 1.319 0.413 2.515
O 2.215 2.928 -1.953
C -1.465 -2.623 -0.147
H 2.200 2.251 -1.276
H -1.439 1.850 0.361
H 3.140 0.737 0.780
H -2.750 3.919 -0.397
H -1.112 -1.633 0.143
H 0.548 4.755 1.774
C -0.250 -3.264 -0.821
H -2.706 5.122 0.931
O 2.738 -1.912 1.957
O 2.620 1.008 1.536
O 0.554 0.101 2.998
H -5.187 3.004 2.153
H -1.164 3.472 2.279
O -3.388 3.367 1.469
H 0.320 4.660 -0.074
H -1.130 -7.560 -0.550
C -4.749 3.738 1.476
H -1.578 -4.281 -2.104
H 4.703 1.308 -1.347
H 0.682 -1.540 -1.346
H -5.216 3.726 0.491
H -0.544 5.718 1.112
H 2.878 1.916 1.693
H 3.143 3.137 -2.063
H 1.662 -0.101 0.216
C -1.281 -6.788 -1.305
H 0.114 -4.657 -2.213
H -2.278 -2.414 -0.842
H 3.573 -2.523 -1.368
N -0.670 2.495 0.473
O 3.982 -1.967 -0.705
H 1.901 -2.161 2.350
N 0.325 -2.348 -1.835
H -1.853 -3.251 0.655
H 1.248 -2.701 -2.043
H -2.012 0.148 -2.337
H -4.955 4.676 1.993
H 3.156 -1.355 2.614
C -2.532 4.081 0.659
O 4.138 0.893 -0.696
H 0.405 0.712 -0.012
O 0.980 0.073 -0.433
C -0.126 4.730 0.917
H -2.242 -6.756 -1.819
C -1.169 3.664 1.206
H -0.701 -6.920 -2.219
H 0.018 -0.340 2.339
O -0.859 -5.624 -0.631
H 4.210 -0.044 -0.877
H -0.641 0.639 -1.924
*
```

***

Computed, not measured: a 2-piece molecular cluster, C2H6NS overall, with ωB97M-V/def2-TZVPD.

The highest occupied orbital energy comes out at -2.75 eV. For the lowest unoccupied orbital energy, the calculation gives 3.86 eV.

Structure (ORCA input):
```
! RIJCOSX wB97M-V def2-TZVPD def2/J DEFGRID3
* xyz -1 1
H 0.816 -0.268 -0.077
C 0.158 0.745 -1.670
H -1.372 -0.368 1.789
S -0.589 -1.387 2.185
H 0.880 2.583 -2.474
H -0.608 -0.015 -1.807
H 1.568 1.204 -0.320
H -0.695 1.899 -3.178
C 0.126 1.805 -2.485
N 1.152 0.401 -0.769
*
```

***

Computed, not measured: one molecule with the formula C4H3FO, with ωB97M-V/def2-TZVPD.

The highest occupied orbital energy comes out at -10.70 eV. For the lowest unoccupied orbital energy, the calculation gives 0.66 eV. As for the SMILES: CC#CC(=O)F.

Structure (ORCA input):
```
! RIJCOSX wB97M-V def2-TZVPD def2/J DEFGRID3
* xyz 0 1
H -2.128 -0.963 -0.713
C -0.398 -0.118 0.056
C 0.696 0.373 -0.037
C -1.741 -0.600 0.239
C 2.181 0.712 -0.379
O 2.754 0.460 -1.376
H -1.738 -1.421 0.956
F 2.758 1.359 0.644
H -2.385 0.197 0.611
*
```

***

Computed, not measured: a 2-piece molecular cluster, C5H11O2 overall, with ωB97M-V/def2-TZVPD.

The highest occupied orbital energy (alpha / beta) comes out at -10.99 / -10.46 eV. For the lowest unoccupied orbital energy (alpha / beta), the calculation gives 0.82 / -3.50 eV. As for the expectation value of S²: 0.76.

Structure (ORCA input):
```
! RIJCOSX wB97M-V def2-TZVPD def2/J DEFGRID3
* xyz 0 2
C -0.856 -0.094 1.514
O 1.314 0.288 -1.909
H 0.543 1.455 2.319
C -0.501 -1.179 -1.787
H -1.482 -0.911 1.870
C -0.014 0.550 2.608
H -0.683 1.148 3.245
H -0.135 -0.422 0.760
H -1.255 -0.922 -1.059
C 0.132 0.216 -2.223
C 0.840 -0.494 3.332
H 0.839 -1.482 2.877
H 1.890 -0.210 3.412
H -1.533 0.553 0.945
H -0.890 -1.720 -2.643
O -0.699 0.973 -2.723
H 0.243 -1.828 -1.341
H 0.456 -0.590 4.350
*
```

***

Computed, not measured: an isolated ion of composition C5H13NP and charge +1, with ωB97M-V/def2-TZVPD.

The highest occupied orbital energy comes out at -13.55 eV. For the lowest unoccupied orbital energy, the calculation gives -3.40 eV. As for the SMILES: C[C@@H]1C[NH2+]CP1C.

Structure (ORCA input):
```
! RIJCOSX wB97M-V def2-TZVPD def2/J DEFGRID3
* xyz 1 1
H -0.194 -1.561 -1.657
C -0.744 -1.342 -0.740
H -2.418 -0.241 0.923
N 0.124 -1.681 0.467
H 0.449 -2.704 0.403
H -1.797 1.353 1.423
H -0.357 -1.487 1.266
H -3.009 1.289 0.083
C 0.590 0.784 0.086
P -0.999 0.501 -0.882
H 0.293 1.166 1.149
H 2.476 1.046 -1.013
H 1.081 1.938 -1.636
H 1.887 2.574 -0.289
H 1.795 -0.853 -0.597
C 1.598 1.649 -0.651
C 1.275 -0.675 0.374
H 1.712 -0.650 1.427
H -1.595 -1.885 -0.669
C -2.167 0.778 0.535
*
```

***

Computed, not measured: C18H37N5O2SSiW as an isolated structure, with ωB97M-V/def2-TZVPD.

The highest occupied orbital energy (alpha / beta) comes out at -14.20 / -14.26 eV. For the lowest unoccupied orbital energy (alpha / beta), the calculation gives -6.74 / -7.11 eV. As for the expectation value of S²: 2.03.

Structure (ORCA input):
```
! RIJCOSX wB97M-V def2-TZVPD def2/J DEFGRID3
* xyz 2 3
H 1.983 2.229 3.061
H -2.527 -4.805 -3.147
C 1.472 2.205 -2.433
H -4.026 -1.597 -2.787
C -0.647 0.948 -2.330
H 2.221 0.501 2.825
C -1.942 1.672 0.766
C 1.501 -0.255 -2.053
C 0.356 -2.779 2.486
H 2.856 3.469 -0.315
C -2.116 -2.255 -1.140
N -2.691 -3.032 -2.055
C -0.270 -3.754 -0.767
S 1.039 -1.382 1.757
N -1.802 -1.842 2.126
H 3.590 1.595 2.784
C -0.888 -4.583 -1.802
H -4.052 -3.164 -3.621
N -0.982 -2.907 2.574
H 1.461 -0.422 -3.133
C -0.472 2.912 2.287
H 0.366 3.591 2.425
H -0.003 4.455 0.059
C 2.544 1.488 2.494
H -0.546 0.782 -3.406
C 2.755 3.211 0.737
H 0.767 -4.526 3.476
H 1.063 -1.144 -1.582
H 4.513 1.118 0.794
H -2.341 1.432 -0.222
H -1.114 3.648 -1.039
H -1.249 1.845 -2.196
H 2.549 -0.237 -1.762
C -0.665 2.526 0.811
H -1.714 4.381 0.442
N 1.127 -3.697 3.027
C 0.758 1.048 -1.715
H -0.306 2.044 2.932
W -0.877 -0.690 0.472
H -1.831 0.731 1.425
H 2.120 -3.663 2.851
H 3.411 -0.184 0.379
H -2.645 -2.246 1.715
C 3.566 0.892 0.301
C 2.454 1.714 0.974
H -1.429 -3.627 3.124
H -2.085 -1.271 2.926
H 1.385 2.046 -3.512
H -4.798 -3.004 -2.012
H -1.366 3.428 2.643
H 3.705 3.449 1.220
H 2.005 3.865 1.179
H -2.757 2.121 1.345
H -1.246 0.105 -1.966
H -0.401 -5.508 -2.067
H 2.532 2.249 -2.200
Si 0.743 1.352 0.202
C -0.884 3.816 0.012
O 0.686 -4.048 -0.085
C -2.034 -4.214 -2.388
C -3.983 -2.674 -2.654
H 1.029 3.176 -2.213
H 3.692 1.143 -0.751
O -2.617 -1.140 -0.717
N -0.940 -2.539 -0.559
*
```

***

Repeat the fourth record exactly.
Computed, not measured: a 2-piece molecular cluster, C5H11O2 overall, with ωB97M-V/def2-TZVPD.

The highest occupied orbital energy (alpha / beta) comes out at -10.99 / -10.46 eV. For the lowest unoccupied orbital energy (alpha / beta), the calculation gives 0.82 / -3.50 eV. As for the expectation value of S²: 0.76.

Structure (ORCA input):
```
! RIJCOSX wB97M-V def2-TZVPD def2/J DEFGRID3
* xyz 0 2
C -0.856 -0.094 1.514
O 1.314 0.288 -1.909
H 0.543 1.455 2.319
C -0.501 -1.179 -1.787
H -1.482 -0.911 1.870
C -0.014 0.550 2.608
H -0.683 1.148 3.245
H -0.135 -0.422 0.760
H -1.255 -0.922 -1.059
C 0.132 0.216 -2.223
C 0.840 -0.494 3.332
H 0.839 -1.482 2.877
H 1.890 -0.210 3.412
H -1.533 0.553 0.945
H -0.890 -1.720 -2.643
O -0.699 0.973 -2.723
H 0.243 -1.828 -1.341
H 0.456 -0.590 4.350
*
```